Entry 1:
The following is a DFT calculation (ωB97M-V/def2-TZVPD) of a molecular structure, C15H21N5O4Ru at a distorted geometry.

**2S+1**: 2
**Energy**: -1253.70743 hartree
**Total charge**: +1
**LUMO (alpha / beta)**: -3.05 / -3.97 eV
**HOMO level (alpha / beta)**: -0.4451 / -0.4395 Ha
**Largest force on an atom**: 2.0 eV/Å
**Gap between HOMO and LUMO (alpha / beta)**: 9.065 / 7.986 eV

Structure (XYZ):
```
46
Properties=species:S:1:pos:R:3:forces:R:3
Ru -0.09681 -0.07602 1.94624 -0.108 -1.755 1.040
O 3.32898 -1.98974 0.91628 -0.018 -0.018 -0.020
C 2.19809 -1.63932 1.11646 0.004 0.230 -0.057
O 1.82123 -0.63873 1.89174 0.545 0.301 0.299
C 1.00926 -2.34488 0.50660 0.009 -0.048 0.106
C 1.02565 -3.39267 -0.39204 -0.040 -0.082 0.069
C -0.19567 -3.87989 -0.84913 -0.006 0.022 -0.032
C -1.38942 -3.31878 -0.40379 0.037 -0.078 0.061
C -1.31808 -2.27707 0.49925 0.001 -0.026 0.080
N -0.14159 -1.83550 0.93079 -0.007 0.617 -1.164
C -2.46850 -1.50236 1.09980 -0.008 0.230 -0.031
O -3.61571 -1.76254 0.85734 0.024 -0.029 -0.002
O -2.04138 -0.55651 1.91594 -0.497 0.386 0.206
H 1.97475 -3.79829 -0.71338 -0.006 -0.002 -0.009
H -0.21742 -4.69261 -1.56291 0.002 -0.004 0.011
H -2.35852 -3.66024 -0.73980 0.007 -0.017 0.002
N -0.05819 1.50561 3.39606 0.075 0.177 -0.533
C 0.34546 0.88164 4.67489 -0.106 0.077 0.083
C -0.49995 -0.36130 4.82357 0.097 -0.025 0.063
N -0.13471 -1.23382 3.68926 0.018 0.085 0.004
H 0.54574 2.28477 3.15141 -0.011 0.027 0.046
H -1.00864 1.86546 3.44908 0.033 0.121 0.117
H 0.23943 1.55681 5.52385 -0.082 0.033 -0.033
H 1.39677 0.60495 4.58340 0.027 0.047 0.040
H -1.55879 -0.12057 4.71704 -0.013 -0.002 0.047
H -0.35150 -0.83636 5.79329 0.059 -0.077 -0.046
H -0.78856 -2.00461 3.59146 0.007 -0.034 0.057
H 0.80712 -1.60491 3.80019 -0.038 -0.099 0.089
N -0.09351 1.12952 0.30817 -0.069 -0.131 -0.504
C -0.06046 1.52143 -0.78100 0.083 0.068 -0.050
N -0.00245 1.97651 -1.99280 -0.024 0.108 0.040
C 1.22324 2.61100 -2.52108 -0.005 -0.082 -0.021
C 1.59339 1.95511 -3.84252 -0.087 0.071 -0.046
C 0.41258 2.01004 -4.81341 0.011 -0.093 0.123
C -0.81285 1.32692 -4.20403 0.045 0.100 -0.031
C -1.18126 1.98253 -2.88195 0.033 -0.061 -0.023
H 2.01288 2.51421 -1.77875 -0.013 -0.016 0.022
H 1.01100 3.67376 -2.66655 0.014 0.014 0.022
H 1.87338 0.91468 -3.65813 0.048 0.008 -0.010
H 2.46140 2.46639 -4.26003 0.014 -0.015 0.014
H 0.67902 1.53363 -5.75616 -0.006 0.026 -0.015
H 0.17160 3.05570 -5.02985 0.012 -0.011 -0.061
H -0.59913 0.26857 -4.03231 -0.038 -0.014 -0.019
H -1.66648 1.39071 -4.87971 -0.009 -0.021 0.011
H -2.00130 1.47179 -2.38107 0.017 -0.012 0.032
H -1.47010 3.02496 -3.04171 -0.030 0.004 0.022
```
Forces are in eV/Å.


Entry 2:
The following is a DFT calculation (ωB97M-V/def2-TZVPD) of C9H6N2O in the gas phase at a distorted geometry.

**Energy**: -531.11115 hartree
**Total charge**: 0
**LUMO (alpha / beta)**: -0.25 / -0.25 eV
**HOMO level (alpha / beta)**: -0.2450 / -0.2451 Ha
**Largest force on an atom**: 7.1 eV/Å
**Gap between HOMO and LUMO (alpha / beta)**: 6.412 / 6.418 eV

Structure (XYZ):
```
18
Properties=species:S:1:pos:R:3:forces:R:3
C -2.25970 -1.37146 -2.05789 -0.340 1.101 0.553
C 0.87242 1.43597 0.95916 1.634 1.848 1.520
C 1.48393 0.22966 1.08482 0.389 -1.577 0.529
C -0.25101 1.60766 0.16545 1.598 -1.747 1.143
C 0.91761 -0.86052 0.47733 -1.061 -2.621 -1.578
C -2.06010 0.94762 -1.28345 0.265 -3.069 -0.708
C -0.84473 0.55544 -0.46342 -0.818 -0.572 -1.418
C -0.24026 -0.75456 -0.32491 0.571 -0.109 -0.131
C -1.47053 -2.61373 -1.66160 0.832 6.665 2.252
N -2.45766 -0.18078 -1.91805 0.639 -2.559 -0.244
N -0.54110 -2.09545 -0.88272 -1.909 -2.827 -1.304
O -1.81112 -3.84082 -1.98662 -0.902 1.102 -0.198
H 1.39204 2.22450 1.58210 -1.149 -0.355 -1.116
H 2.33483 -0.04450 1.70383 0.030 0.913 0.054
H -0.72711 2.50235 0.06448 -0.956 2.539 -0.083
H 1.33876 -1.94296 0.54152 -0.632 2.237 0.029
H -2.30867 1.85140 -1.81845 0.281 0.290 0.621
H -1.02886 -4.34499 -2.07361 1.527 -1.260 0.079
```
Forces are in eV/Å.


Entry 3:
The following is a DFT calculation (ωB97M-V/def2-TZVPD) of a molecular structure, C31H65BClFIN6O10P2S at a distorted geometry.

**Energy**: -4264.28818 hartree
**Total charge**: +1
**LUMO**: -5.17 eV
**HOMO level**: -0.3930 Ha
**Largest force on an atom**: 3.5 eV/Å
**Gap between HOMO and LUMO**: 5.529 eV

Structure (XYZ):
```
119
Properties=species:S:1:pos:R:3:forces:R:3
C 0.60110 4.01839 2.88123 -1.273 0.167 -0.269
C 1.74475 3.05114 2.70430 -2.498 0.253 -0.276
O 2.80600 3.52731 2.81898 3.332 0.807 0.597
N 1.69050 1.61742 2.47309 -1.145 -0.278 -0.051
C 2.86037 1.09692 3.18510 -0.214 0.469 3.434
C 2.74550 1.12060 4.72705 -0.756 0.565 -0.038
O 3.91899 0.77802 2.79086 1.162 -1.033 -2.288
C 1.23297 1.07926 1.20179 1.277 1.593 -1.767
C 2.50456 0.80548 0.35019 1.079 -0.621 -0.070
C 3.41087 2.03777 0.11409 0.084 0.280 -0.734
C 4.37259 1.71402 -1.05007 0.830 -0.664 1.089
N 5.57865 1.10184 -0.42363 -0.078 -0.277 -0.170
C 0.42894 2.09659 0.32119 -0.714 0.732 -0.389
C 0.63143 2.01515 -1.22817 -0.243 1.398 -0.982
C -0.38596 2.91250 -1.94780 0.141 -0.221 -0.287
F 0.62850 0.77871 -1.87047 -0.312 -0.365 0.541
N -0.96743 2.30286 0.65578 0.337 -1.353 0.881
C -1.82593 1.33114 1.35926 0.459 1.138 -1.367
C -3.18759 1.61521 0.55958 -0.211 0.041 1.193
C -4.45390 0.82396 0.88604 -1.501 0.994 0.050
C -5.70137 1.77437 0.84286 0.236 -0.404 -0.170
Cl -6.49234 1.84184 2.46157 0.098 0.165 -0.343
C -2.20283 1.88829 2.79071 -0.720 -0.423 -0.029
P -1.69282 1.62282 4.49185 0.330 1.090 2.634
O -0.30887 1.82911 4.92034 0.963 -0.197 -0.893
O -2.25353 0.29938 5.24198 -0.248 -0.050 -1.017
O -2.54015 2.78096 5.25833 -0.662 -1.000 -0.934
C -1.16802 -0.06972 1.08268 -2.932 0.112 -0.390
P -1.75403 -0.57557 -0.69323 1.273 -1.229 -2.294
N -0.99904 -1.73181 -1.43510 0.001 0.194 0.091
B -1.99922 -1.28079 1.85599 -0.467 -1.381 0.128
O -2.92449 -1.03215 2.84309 0.776 1.405 0.080
N -2.00473 -2.66376 1.31220 -0.830 -0.013 0.877
C -1.51727 -3.68729 2.25806 1.749 -0.056 -0.691
C -3.44251 -3.03841 1.08031 0.069 0.136 -0.088
N 0.31099 -0.18469 1.33245 0.295 -0.685 0.677
S 1.06021 -1.70481 0.69125 0.704 -1.109 -0.460
I 0.37449 -1.00261 3.31074 0.398 0.307 0.521
H 0.18881 4.01010 3.89119 0.172 -0.489 0.047
H 0.96315 5.03356 2.74031 0.445 -0.153 -0.129
H -0.24157 3.90902 2.19978 0.146 -0.290 0.157
H 3.71824 0.97964 5.18779 0.165 -0.087 -0.405
H 2.07548 0.35508 5.11629 -0.038 0.125 -0.115
H 2.35765 2.07562 5.08843 -0.167 -0.105 -0.110
H 3.16033 0.06251 0.80228 -0.304 0.046 0.407
H 2.33690 0.36517 -0.63072 -0.709 0.270 0.148
H 4.07211 2.28267 0.94280 -0.323 -0.169 0.282
H 2.85801 2.95486 -0.08838 -0.050 -0.081 -0.108
H 4.71971 2.61378 -1.55604 -0.374 -0.013 -0.197
H 3.95577 0.97589 -1.74380 -0.337 0.539 -0.268
H 5.97905 0.38711 -1.02444 0.115 0.192 -0.039
H 5.33350 0.62576 0.43937 0.000 0.106 -0.008
H 0.86320 3.09602 0.43903 0.388 -0.276 0.368
H 1.56235 2.49428 -1.53020 0.316 -0.418 0.479
H 0.02593 3.13378 -2.93178 -0.010 -0.053 0.000
H -1.35660 2.43932 -2.09726 -0.003 0.065 0.248
H -0.50721 3.87552 -1.44863 -0.023 -0.085 0.070
H -1.30125 3.25046 0.68058 0.123 -0.018 -0.031
H -3.00899 1.85815 -0.48369 0.069 -0.745 -0.181
H -3.41535 2.62254 0.93720 0.139 -0.078 0.040
H -4.48087 0.45474 1.90928 0.518 -0.275 -0.155
H -4.73695 0.00517 0.22632 0.608 -0.122 -0.054
H -5.45236 2.79039 0.54064 0.030 0.018 0.224
H -6.43306 1.41131 0.12644 -0.184 -0.031 0.197
H -3.29678 1.85705 2.91094 0.129 -0.453 -0.059
H -2.07332 2.96924 2.68996 0.304 -0.035 0.256
H -1.48129 -0.13051 5.63661 -0.165 0.166 0.171
H -3.41902 2.42514 5.47311 0.054 0.447 0.152
H -1.77250 0.53070 -1.55990 -0.280 0.286 0.693
H -3.10343 -0.97625 -0.60591 0.174 0.620 0.963
H -0.61422 -1.38899 -2.31525 0.109 -0.070 0.063
H -2.87834 -1.65047 3.58481 -0.446 -0.120 -0.316
H -0.46693 -3.90054 2.01359 -0.064 0.048 0.185
H -1.51147 -3.38479 3.31916 -0.443 -0.120 -0.080
H -2.02328 -4.63923 2.12985 -0.306 0.127 0.069
H -3.87857 -3.53927 1.94372 -0.013 0.087 0.038
H -4.07719 -2.17182 0.87831 0.134 -0.044 -0.194
H -3.49555 -3.74368 0.24780 0.065 0.135 -0.062
H 1.30148 -1.55279 -0.63435 -0.579 0.612 0.201
C 2.30604 5.93074 -4.52667 -0.221 -0.122 0.217
C 2.96329 4.64341 -4.09898 0.039 -0.027 -0.004
O 2.44355 3.90691 -3.28726 -0.036 0.006 0.081
C 4.29346 4.30964 -4.72227 -0.049 -0.260 0.206
H 1.35893 6.04583 -4.00248 0.020 -0.009 -0.007
H 2.94925 6.77703 -4.28142 0.048 0.009 -0.182
H 2.11429 5.91261 -5.60045 0.149 0.115 -0.023
H 5.02169 5.08673 -4.48532 -0.020 0.065 -0.175
H 4.18663 4.22218 -5.80446 0.080 0.169 -0.016
H 4.65077 3.36070 -4.32661 -0.016 0.017 -0.004
C 1.36986 -2.54261 -6.27844 0.082 0.231 0.199
C 0.09250 -2.39642 -5.48996 -0.032 0.015 0.041
O -0.01332 -1.57630 -4.60535 0.040 0.039 0.063
C -1.04749 -3.31541 -5.85040 -0.138 0.166 0.218
H 2.10232 -1.82352 -5.91654 -0.027 -0.005 0.002
H 1.77229 -3.54909 -6.15345 -0.066 -0.042 -0.175
H 1.18009 -2.35039 -7.33545 0.011 -0.186 -0.030
H -0.74834 -4.35475 -5.70688 0.017 -0.015 -0.183
H -1.34103 -3.15629 -6.88920 0.092 -0.160 -0.045
H -1.89940 -3.10302 -5.20727 0.034 0.005 0.006
C -7.32988 -6.47961 1.94722 0.224 -0.092 0.156
C -6.36222 -5.34554 1.72776 0.065 -0.138 0.115
O -5.26949 -5.34063 2.25255 -0.146 0.035 -0.053
C -6.81965 -4.22295 0.82726 0.256 0.076 0.087
H -6.87955 -7.21531 2.61022 0.007 0.026 -0.013
H -8.24581 -6.10490 2.40684 -0.084 -0.016 -0.167
H -7.56453 -6.95952 0.99580 -0.167 0.085 0.004
H -7.71452 -3.75541 1.24072 -0.099 -0.093 -0.126
H -7.03293 -4.60937 -0.17049 -0.177 0.010 0.042
H -6.03595 -3.47352 0.75253 -0.007 0.007 -0.002
C 7.22169 -3.17662 -0.24901 0.155 0.231 -0.062
C 6.84649 -2.95431 -1.69457 0.064 0.055 -0.023
O 7.33042 -2.05447 -2.34067 -0.098 0.028 0.029
C 5.84047 -3.90568 -2.29826 0.048 0.166 -0.231
H 7.94905 -2.42620 0.05442 -0.013 -0.008 -0.027
H 6.33744 -3.08705 0.38508 0.000 -0.188 0.019
H 7.66446 -4.16616 -0.12589 -0.156 -0.054 0.079
H 4.89676 -3.84741 -1.75248 0.044 -0.167 0.084
H 6.22376 -4.92654 -2.26316 -0.118 -0.033 0.137
H 5.66372 -3.63237 -3.33675 0.024 0.010 0.020
```
Forces are in eV/Å.